Computed, not measured: C16H39NbO8P as an isolated structure in a non-equilibrium geometry, with ωB97M-V with the def2-TZVPD basis set.

The geometry in XYZ format:
```
65
Properties=species:S:1:pos:R:3
C 2.0235 -2.7691 1.0395
C 2.2689 -3.1106 -0.5476
C 1.2603 -2.3416 -1.5865
O 0.6138 -3.3726 -2.4127
C -0.8534 -3.2714 -2.3927
Nb -1.8321 -3.7044 -0.3789
C -3.7714 -2.7985 -1.2077
C -4.4023 -1.6096 -0.2551
C -5.7496 -2.0851 0.5863
P -2.5790 -6.0502 -1.0362
C -1.3359 -6.9389 -2.1824
O -2.6272 -6.9394 0.5011
H 1.8568 -3.7938 1.6086
H 3.0587 -2.3496 1.4605
H 1.1458 -2.0061 1.1874
H 2.0979 -4.2836 -0.6638
H 3.3817 -2.9105 -0.9077
H 1.9573 -1.7118 -2.3227
H 0.5336 -1.5663 -1.0967
H -1.2562 -4.0783 -3.1735
H -1.1207 -2.2031 -2.8514
H -0.2052 -4.3137 0.2431
H -2.5348 -3.8771 1.3030
H -1.3542 -1.9943 0.1208
H -4.5692 -3.6496 -1.4049
H -3.5414 -2.3111 -2.2701
H -4.7315 -0.6753 -0.9097
H -3.6103 -1.1900 0.5240
H -6.2325 -3.0666 0.1656
H -5.5114 -2.2617 1.7344
H -6.5462 -1.2324 0.4985
H -1.7455 -8.0300 -2.4396
H -1.1798 -6.4021 -3.2105
H -0.3295 -7.0908 -1.6049
H -2.1942 -6.3182 1.1635
C -1.3009 4.9797 -0.4389
C -1.4015 3.5878 -1.0386
O -0.5426 2.6752 -0.3459
C -1.0219 2.1961 0.8275
O -2.1036 2.4646 1.3274
O -0.0806 1.3806 1.3667
C -0.4287 0.8642 2.6495
H -0.2572 5.3085 -0.4007
H -1.8791 5.6983 -1.0264
H -1.6760 4.9944 0.5895
H -1.0628 3.6163 -2.0800
H -2.4362 3.2253 -1.0467
H -1.4114 0.3813 2.6312
H -0.4064 1.6674 3.3924
H 0.3166 0.1140 2.9274
C 2.3714 3.9806 0.8451
C 3.1866 4.4373 2.0425
O 4.5724 4.5468 1.6990
C 4.9245 5.6761 1.0381
O 4.1774 6.5909 0.7261
O 6.2510 5.6068 0.7602
C 6.7401 6.7062 -0.0050
H 2.7888 3.0607 0.4228
H 1.3308 3.8015 1.1294
H 2.3864 4.7310 0.0480
H 3.1137 3.6878 2.8381
H 2.8074 5.3804 2.4534
H 6.4796 7.6626 0.4605
H 6.3475 6.6532 -1.0252
H 7.8300 6.6318 -0.0485
```

## Properties
Total charge: -1
DFT total energy: -1632.94601 Ha
Gap between HOMO and LUMO: 6.3 eV
HOMO level: -4.2112 eV
Molecular weight: 483.36 g mol⁻¹

---

Computed, not measured: a 3-piece molecular cluster, C16H39O12P2S overall in a non-equilibrium geometry, with ωB97M-V with the def2-TZVPD basis set.

The geometry in XYZ format:
```
70
Properties=species:S:1:pos:R:3
O 0.3943 -2.3735 6.7906
S 0.0403 -1.1071 7.4687
O 1.0389 -0.8873 8.5456
O 0.1073 0.1042 6.5340
C -1.5645 -1.2041 8.3200
C -2.7631 -1.6573 7.4169
C -4.0910 -1.4241 8.2672
C -5.2443 -0.7659 7.4449
O -5.1400 0.6567 7.3341
H -1.7948 -0.2314 8.8144
H -1.4562 -1.9628 9.1338
H -2.8041 -1.1535 6.4280
H -2.6852 -2.7684 7.3265
H -3.8619 -0.7330 9.1215
H -4.4689 -2.3768 8.7090
H -5.2688 -1.2553 6.4426
H -6.2351 -0.9788 7.9294
H -4.3361 0.9184 7.8051
O 2.5854 -1.0720 0.8720
P 1.2446 -1.7653 0.8359
O 0.3501 -0.5999 0.0901
C 0.5216 -0.4039 -1.3072
C -0.2181 -1.4625 -2.1080
O 0.7917 -1.4773 2.3877
C 1.7711 -1.3177 3.4255
C 1.9783 0.1463 3.7423
O -0.0676 -2.8215 0.7320
C 0.1886 -4.2100 1.0132
C 0.2963 -4.4785 2.5042
H 1.5876 -0.3963 -1.5604
H 0.1155 0.5810 -1.5451
H 0.2367 -2.4462 -1.9652
H -0.1932 -1.2267 -3.1746
H -1.2563 -1.5361 -1.7837
H 2.7087 -1.8090 3.1577
H 1.3865 -1.8240 4.3146
H 2.2564 0.7198 2.8538
H 2.7587 0.2707 4.4945
H 1.0543 0.5826 4.1230
H 1.0952 -4.5319 0.4920
H -0.6490 -4.7747 0.5995
H 1.2315 -4.0871 2.9075
H 0.2731 -5.5519 2.7041
H -0.5167 -3.9974 3.0480
O -0.0367 1.2808 -5.7270
P 1.0414 2.1301 -6.3513
O 1.9227 2.4974 -5.0172
C 2.7619 1.4897 -4.4560
C 4.0501 1.3421 -5.2469
O 0.1781 3.5340 -6.4684
C -1.2416 3.5057 -6.6031
C -1.9057 3.7860 -5.2700
O 2.2126 2.8590 -7.3196
C 2.1313 2.6232 -8.7382
C 1.0551 3.4679 -9.3963
H 2.2247 0.5374 -4.4015
H 2.9945 1.7987 -3.4362
H 3.8514 0.9347 -6.2419
H 4.7409 0.6694 -4.7355
H 4.5319 2.3103 -5.3842
H -1.5785 2.5586 -7.0275
H -1.5144 4.2897 -7.3155
H -1.5701 3.0894 -4.5010
H -2.9919 3.7137 -5.3554
H -1.6482 4.7877 -4.9209
H 1.9619 1.5597 -8.9269
H 3.1051 2.8823 -9.1562
H 0.0587 3.1001 -9.1441
H 1.1538 3.4378 -10.4831
H 1.1134 4.5039 -9.0618
```

## Properties
Total charge: -1
Energy relative to the best compared isomer or geometry (same formula, charge and spin): 0.0 kcal per mole
DFT total energy: -2616.85720 Ha
Gap between HOMO and LUMO: 4.9 eV
HOMO level: -4.7085 eV
Molecular weight: 517.49 g mol⁻¹

---

Computed, not measured: a 8-piece molecular cluster, C16H40Cl8O8 overall in a non-equilibrium geometry, with ωB97M-V with the def2-TZVPD basis set.

The geometry in XYZ format:
```
72
Properties=species:S:1:pos:R:3
C -1.5922 -5.8065 -1.1886
C -1.9566 -4.5130 -0.5368
O -1.4856 -4.3830 0.7434
O -0.1871 -5.8451 -1.2687
H -2.1039 -5.9976 -2.1319
H -2.0792 -6.5125 -0.5160
H -3.0324 -4.3379 -0.5270
H -1.4504 -3.7889 -1.1753
H -1.1443 -3.4891 0.8213
H 0.2697 -5.5939 -0.4625
C 1.0797 3.0469 2.0370
C 2.6127 2.8524 1.7478
O 2.8549 2.6806 0.3587
O 0.5323 4.2575 1.7714
H 0.7475 2.7988 3.0451
H 0.6476 2.4047 1.2696
H 2.8661 1.8832 2.1775
H 3.1992 3.6708 2.1653
H 3.7988 2.7407 0.1939
H -0.3895 4.3266 2.0304
C -3.3522 1.8392 -0.6632
C -4.1719 1.2836 0.4873
O -5.5609 1.4919 0.2491
O -3.4686 3.1842 -1.1127
H -3.4609 1.2646 -1.5830
H -2.3068 1.6358 -0.4307
H -4.0501 1.8040 1.4373
H -3.8869 0.2420 0.6354
H -5.9794 0.6533 0.0416
H -2.8053 3.2879 -1.7989
C 0.4011 3.8068 -1.8095
C -0.4036 3.8326 -3.1429
O -1.4998 2.8792 -3.0964
O 1.4206 2.8495 -1.8951
H -0.0642 3.4015 -0.9110
H 0.8221 4.8007 -1.6576
H 0.3487 3.6168 -3.9016
H -0.8774 4.7824 -3.3910
H -1.1157 2.0070 -3.2122
H 2.0194 2.9918 -1.1582
Cl 5.3571 -0.2770 5.6202
C 3.9214 0.5958 5.2886
C 3.3254 -0.2273 4.1471
Cl 4.2972 -0.2195 2.6568
H 4.3049 1.5780 5.0125
H 3.2252 0.7146 6.1189
H 2.2700 -0.0804 3.9178
H 3.3912 -1.2893 4.3837
Cl -0.3245 -4.0224 3.8386
C 0.9740 -4.9486 3.1024
C 2.2079 -4.0539 3.0762
Cl 2.7251 -3.8781 4.7555
H 0.5560 -5.1282 2.1119
H 1.2222 -5.8470 3.6674
H 2.0449 -3.0410 2.7080
H 3.0226 -4.5390 2.5388
Cl -1.3571 0.1840 -3.6532
C -1.8677 0.2020 -5.4234
C -1.9618 1.5425 -6.1793
Cl -0.2427 2.1665 -6.4195
H -2.8416 -0.2832 -5.3579
H -1.1260 -0.5367 -5.7275
H -2.4919 2.3058 -5.6096
H -2.4087 1.5101 -7.1729
Cl -1.1747 -0.4463 0.7809
C 0.2410 -0.2192 -0.3677
C 1.5538 -0.7254 0.0745
Cl 1.4436 -2.5230 0.2032
H 0.1787 0.8374 -0.6285
H 0.0136 -0.5163 -1.3915
H 2.0253 -0.3503 0.9828
H 2.3008 -0.5346 -0.6960
```

## Properties
Total charge: -1
Spin multiplicity: 2
DFT total energy: -4916.90994 Ha
Gap between HOMO and LUMO (alpha / beta): 1.6 / 9.4 eV
HOMO level (alpha / beta): 0.4580 / -7.4087 eV
Molecular weight: 644.11 g mol⁻¹